[1]
{"formula": "C20H26N5O3Pt", "method": "the ωB97M-V functional and the def2-TZVPD basis", "de_lowest_kcal_mol": 2.0, "multiplicity": 5, "charge": 1, "gap_ha": [0.24989, 0.23227], "s_squared": 6.053, "lumo_energy_ev": [-2.45, -5.50], "symbols": ["Pt", "N", "C", "C", "O", "N", "C", "C", "O", "O", "H", "H", "H", "H", "H", "H", "C", "N", "C", "C", "C", "C", "C", "C", "C", "N", "C", "C", "C", "C", "C", "C", "N", "C", "C", "H", "H", "H", "H", "H", "H", "H", "H", "H", "H", "H", "H", "H", "H", "H", "H", "H", "H", "H", "H"], "xyz": [[-0.2203, 0.0040, -0.9201], [1.3521, 0.2910, -2.6009], [0.6876, 0.9831, -3.7210], [-0.8290, 0.8285, -3.7093], [-1.4672, 1.2317, -4.6609], [-1.3615, 0.2028, -2.6083], [-2.6917, -0.1392, -2.6721], [-4.1929, 1.4227, -1.2642], [-5.0075, 1.5379, -2.0793], [-3.4818, 1.3972, -0.3325], [2.2172, 0.7458, -2.3330], [1.5909, -0.6593, -2.8624], [1.0360, 0.6153, -4.6860], [0.9221, 2.0458, -3.6846], [-3.0272, -0.9125, -1.9965], [-3.1879, -0.0183, -3.6251], [0.6607, 3.0620, -1.0348], [0.4097, 2.0399, -0.0055], [-0.7297, 2.4790, 0.8393], [1.5474, 1.7684, 0.8475], [2.3820, 2.7680, 1.2994], [3.3475, 2.4885, 2.2629], [3.4397, 1.2142, 2.8157], [2.6247, 0.1989, 2.3661], [1.7075, 0.4376, 1.3203], [0.9181, -0.5015, 0.7389], [0.9033, -1.8586, 1.0553], [2.0591, -2.6239, 1.2368], [1.9647, -3.9956, 1.3739], [0.7209, -4.6118, 1.3316], [-0.4338, -3.8631, 1.1495], [-0.3619, -2.4846, 1.0156], [-1.4996, -1.6500, 0.8285], [-2.6883, -2.3244, 0.3116], [-1.8488, -0.8699, 2.0264], [0.7331, 4.0592, -0.5947], [1.5866, 2.8447, -1.5617], [-0.1753, 3.0582, -1.7323], [-0.4708, 3.4062, 1.3573], [-1.5993, 2.6307, 0.2067], [-0.9564, 1.7090, 1.5718], [2.2715, 3.7802, 0.9354], [3.9968, 3.2792, 2.6126], [4.1498, 1.0197, 3.6075], [2.6800, -0.7793, 2.8189], [3.0297, -2.1503, 1.1896], [2.8622, -4.5871, 1.4894], [0.6466, -5.6856, 1.4367], [-1.3909, -4.3632, 1.1201], [-3.1239, -3.0128, 1.0442], [-3.4348, -1.5656, 0.0842], [-2.4441, -2.8734, -0.5963], [-2.2961, -1.5161, 2.7900], [-0.9610, -0.4051, 2.4495], [-2.5656, -0.0984, 1.7484]], "forces_ev_per_a": [[-0.01, 0.07, -0.10], [0.03, -0.05, 0.03], [-0.03, 0.02, 0.00], [0.01, 0.01, 0.10], [-0.02, -0.02, -0.06], [0.05, 0.02, 0.00], [0.24, -0.37, -0.29], [-0.39, 0.30, 0.35], [0.29, -0.09, 0.13], [-0.13, -0.06, -0.32], [0.00, 0.02, -0.01], [-0.01, 0.00, 0.00], [0.00, 0.01, 0.00], [0.02, 0.00, 0.01], [-0.04, 0.13, 0.11], [-0.02, 0.07, 0.03], [-0.01, 0.00, -0.01], [0.00, -0.01, 0.03], [-0.01, -0.02, -0.01], [0.00, 0.00, 0.02], [-0.01, 0.00, 0.00], [0.00, 0.00, 0.00], [0.00, 0.01, 0.00], [-0.01, 0.00, -0.01], [0.00, 0.02, 0.00], [0.00, -0.05, 0.01], [0.02, 0.02, 0.00], [0.00, -0.01, 0.00], [0.00, 0.00, 0.00], [0.00, 0.00, 0.00], [0.00, -0.01, 0.01], [-0.01, -0.01, 0.00], [0.00, 0.01, 0.01], [0.01, -0.01, 0.01], [0.00, -0.02, 0.00], [0.00, 0.00, 0.00], [0.00, -0.01, 0.00], [0.01, -0.01, -0.01], [-0.01, 0.01, 0.00], [0.02, 0.01, 0.00], [0.01, 0.00, 0.00], [0.00, 0.00, 0.00], [0.00, 0.00, 0.00], [0.00, 0.00, 0.00], [0.00, 0.00, 0.00], [0.00, 0.00, 0.00], [0.00, 0.00, 0.00], [0.00, 0.00, 0.00], [0.00, 0.00, 0.00], [0.00, 0.00, 0.00], [0.00, 0.00, -0.01], [0.00, 0.01, 0.00], [0.00, 0.00, 0.00], [0.00, 0.01, 0.00], [0.00, 0.00, 0.00]], "lowdin_spin": [1.370, 0.156, 0.017, 0.080, 0.091, 0.208, 0.552, 0.027, 0.036, 0.034, 0.003, 0.004, 0.005, 0.004, 0.038, 0.033, 0.010, 0.174, 0.016, 0.105, -0.007, 0.133, -0.007, 0.102, 0.022, 0.410, 0.040, 0.053, 0.000, 0.063, -0.005, 0.066, 0.121, 0.007, 0.007, 0.004, 0.000, 0.002, 0.004, 0.002, 0.002, -0.003, 0.007, -0.003, 0.005, 0.001, -0.001, 0.003, -0.001, 0.003, 0.001, 0.002, 0.001, 0.001, 0.001]}



[2]
{"formula": "C20H26N6OS", "method": "the ωB97M-V functional and the def2-TZVPD basis", "de_lowest_kcal_mol": 0.0, "charge": 0, "smiles": "CCN(c1ccc(NC(=O)CSc2nnc3nc(C)cc(C)n23)cc1)C(C)C", "gap_ha": 0.28307, "lumo_energy_ev": 0.39, "symbols": ["C", "H", "H", "H", "C", "N", "C", "C", "C", "C", "C", "C", "H", "H", "N", "C", "O", "C", "H", "H", "S", "C", "N", "N", "C", "N", "C", "C", "C", "N", "C", "H", "H", "H", "H", "C", "H", "H", "H", "H", "H", "H", "C", "H", "C", "H", "H", "H", "C", "H", "H", "H", "H", "H"], "xyz": [[-2.2441, -2.7558, 2.8642], [-3.2704, -2.5539, 3.1608], [-1.8279, -3.4843, 3.5557], [-2.2557, -3.1876, 1.8669], [-1.4021, -1.4760, 2.8917], [-1.7153, -0.5207, 1.8510], [-1.1529, -0.6822, 0.5982], [-1.3169, 0.2688, -0.4205], [-0.6704, 0.1657, -1.6349], [0.1708, -0.9071, -1.8960], [0.3090, -1.8890, -0.9214], [-0.3360, -1.7820, 0.2898], [-0.1789, -2.5772, 0.9965], [0.9512, -2.7389, -1.1023], [0.9461, -1.0233, -3.0657], [1.1865, -0.0686, -3.9951], [0.5580, 0.9664, -4.1130], [2.4240, -0.3410, -4.8269], [2.7112, -1.3895, -4.8756], [2.3346, 0.0933, -5.8200], [3.7872, 0.6030, -4.0187], [3.5527, 0.0263, -2.3811], [3.8703, -1.1816, -1.9927], [3.4994, -1.3603, -0.7334], [2.9317, -0.2523, -0.3159], [2.3926, -0.0106, 0.8687], [1.8184, 1.1477, 1.0490], [1.7843, 2.1412, 0.0368], [2.3581, 1.9219, -1.1835], [2.9374, 0.7019, -1.3586], [2.3532, 2.9096, -2.2916], [1.9878, 3.8681, -1.9348], [3.3504, 3.0292, -2.7115], [1.6966, 2.5601, -3.0917], [1.2982, 3.0826, 0.2330], [1.1799, 1.4033, 2.3715], [1.4706, 0.6255, 3.0703], [0.0972, 1.3864, 2.2568], [1.4705, 2.3783, 2.7565], [1.5404, -1.8432, -3.0720], [-0.8132, 0.9308, -2.3794], [-1.9476, 1.1310, -0.2811], [-2.8743, 0.3548, 2.0006], [-2.6181, 1.3100, 1.5256], [-4.1077, -0.2188, 1.2907], [-3.8658, -0.4709, 0.2612], [-4.9135, 0.5111, 1.2899], [-4.4561, -1.1174, 1.7921], [-3.2108, 0.6845, 3.4532], [-3.5885, -0.1826, 3.9882], [-2.3456, 1.0840, 3.9776], [-3.9885, 1.4448, 3.4602], [-1.5252, -0.9892, 3.8595], [-0.3428, -1.7262, 2.8013]], "forces_ev_per_a": [[0.18, 0.20, 0.03], [-0.11, 0.00, 0.01], [0.00, -0.13, 0.08], [-0.02, -0.08, -0.09], [-0.06, -0.21, 0.01], [-0.04, 0.15, 0.38], [0.20, 0.04, -0.32], [-0.14, -0.08, 0.25], [0.07, -0.03, -0.21], [-0.21, 0.14, 0.23], [-0.13, 0.12, -0.19], [-0.10, -0.07, 0.01], [0.00, -0.07, 0.14], [0.10, -0.08, 0.01], [-0.03, -0.48, -0.07], [0.16, -0.29, -0.37], [-0.17, 0.16, -0.01], [0.21, 0.25, 0.27], [-0.05, 0.01, -0.04], [-0.12, -0.06, 0.02], [-0.01, -0.30, -0.06], [0.43, 0.34, -0.84], [0.36, 0.19, -0.86], [-0.21, -0.51, 1.06], [0.15, 0.59, -0.92], [-0.26, 0.06, 0.84], [0.17, -0.28, -0.03], [0.27, -0.02, -0.49], [-0.39, 0.58, 0.48], [0.12, -1.06, 0.74], [-0.05, 0.07, -0.12], [0.00, 0.04, 0.11], [-0.03, 0.08, 0.01], [0.08, 0.04, -0.02], [-0.02, 0.12, -0.04], [0.00, 0.05, 0.01], [0.00, -0.03, 0.06], [-0.15, 0.01, 0.02], [-0.01, 0.09, 0.07], [0.03, 0.27, -0.11], [-0.01, 0.01, -0.03], [-0.09, 0.05, 0.06], [-0.28, 0.08, -0.09], [-0.05, -0.09, 0.07], [0.23, 0.21, 0.00], [-0.05, -0.04, -0.11], [-0.14, 0.07, -0.03], [-0.04, -0.11, 0.08], [0.19, 0.02, -0.28], [-0.03, -0.11, 0.11], [0.06, 0.02, 0.11], [-0.07, 0.04, 0.01], [0.10, -0.02, -0.05], [-0.04, 0.05, 0.10]], "nbo_charge": [-0.628, 0.201, 0.213, 0.213, -0.212, -0.443, 0.164, -0.271, -0.244, 0.154, -0.231, -0.215, 0.211, 0.220, -0.616, 0.662, -0.634, -0.594, 0.228, 0.253, 0.269, 0.102, -0.251, -0.301, 0.472, -0.436, 0.294, -0.317, 0.306, -0.388, -0.675, 0.226, 0.238, 0.278, 0.227, -0.655, 0.239, 0.238, 0.221, 0.412, 0.253, 0.211, -0.024, 0.188, -0.624, 0.221, 0.208, 0.205, -0.616, 0.205, 0.213, 0.221, 0.203, 0.208]}